{
  "formula": "C3H6O3",
  "method": "the ωB97M-V functional and the def2-TZVPD basis",
  "symbols": ["O", "C", "C", "O", "C", "O", "H", "H", "H", "H", "H", "H"],
  "positions_angstrom": [[-0.06362, -1.53020, 0.98023], [-0.06572, -0.16126, 1.28390], [-0.67437, 0.73054, 0.20669], [0.29573, 1.25753, -0.75677], [0.78627, 0.47393, -1.67034], [0.49091, -0.79578, -1.65358], [0.27968, -1.62834, 0.07856], [0.93889, 0.22305, 1.52723], [-0.68045, -0.05274, 2.18445], [-1.08304, 1.64303, 0.64374], [-1.46095, 0.19380, -0.33154], [1.23665, -0.35355, -2.49256]],
  "atomic_forces_ev_per_a": [[0.1150, -0.1078, -0.1856], [-0.0559, 0.3922, 0.1531], [-0.1825, -0.1278, 0.1489], [0.1784, -0.1114, -0.2580], [-0.2350, 0.1425, 0.3798], [0.1299, 0.2888, -0.1702], [-0.0881, -0.0732, 0.1740], [-0.1299, -0.1077, -0.0464], [0.0847, 0.0094, -0.1104], [0.0595, -0.1492, -0.0434], [0.0951, 0.0757, 0.0576], [0.0289, -0.2315, -0.0993]],
  "mulliken_charge": [-0.507, -0.385, -0.453, -0.320, -0.200, -0.408, 0.383, 0.260, 0.317, 0.292, 0.340, 0.682],
  "charge": 0,
  "total_energy_ha": -343.49629,
  "relative_energy_kj_mol": 415.5,
  "lumo_ev": 0.9
}


{
  "formula": "C20H32NO5PPdS2",
  "method": "the ωB97M-V functional and the def2-TZVPD basis",
  "symbols": ["Pd", "C", "O", "C", "C", "C", "C", "C", "C", "O", "C", "O", "C", "H", "H", "H", "H", "H", "H", "H", "H", "H", "C", "C", "C", "O", "P", "S", "S", "O", "C", "C", "C", "H", "H", "H", "H", "H", "H", "H", "H", "H", "H", "H", "H", "H", "H", "C", "C", "C", "C", "C", "N", "H", "H", "H", "H", "H", "H", "H", "H", "H"],
  "positions_angstrom": [[0.11845, 0.23421, -1.04074], [-3.98164, 2.30638, 4.00505], [-4.75783, 2.27856, 2.81968], [-4.11658, 2.03428, 1.65435], [-4.93029, 2.06190, 0.50549], [-4.35033, 1.83482, -0.70680], [-2.97070, 1.56731, -0.86619], [-2.41479, 1.49480, -2.20203], [-3.33451, 1.57405, -3.39880], [-1.20395, 1.41449, -2.44410], [-2.16522, 1.49505, 0.30730], [-0.89717, 1.20774, 0.34993], [-2.77177, 1.76168, 1.55826], [-4.66738, 2.56014, 4.80805], [-3.19584, 3.06211, 3.94355], [-3.53128, 1.33168, 4.20541], [-5.98489, 2.27319, 0.61100], [-4.97630, 1.87893, -1.58729], [-3.80073, 2.55848, -3.46717], [-4.12861, 0.83024, -3.33011], [-2.74219, 1.39703, -4.29200], [-2.12881, 1.70980, 2.42412], [2.75166, -0.41996, 2.17764], [3.72358, -1.12153, 1.24820], [5.08517, -0.46049, 1.20351], [3.10725, -1.27049, -0.05684], [3.06926, -0.27226, -1.29533], [4.71731, 0.07883, -2.21502], [1.51200, -0.98680, -2.41218], [2.35968, 1.03812, -0.61006], [2.67778, 2.41151, -1.03118], [1.41048, 3.22497, -0.90783], [3.79905, 2.93099, -0.15648], [3.15746, -0.40556, 3.19065], [1.79275, -0.93984, 2.19368], [2.57973, 0.60692, 1.85491], [3.84326, -2.15717, 1.56883], [5.00952, 0.59122, 0.92420], [5.74277, -0.95598, 0.49175], [5.52968, -0.51910, 2.19856], [3.00518, 2.35869, -2.06914], [1.01135, 3.16162, 0.10554], [0.64425, 2.88129, -1.60318], [1.63185, 4.26956, -1.13232], [3.51649, 2.86974, 0.89710], [3.99347, 3.97693, -0.39884], [4.71412, 2.36409, -0.32220], [-0.15769, -4.58885, -1.88777], [-0.57001, -3.97494, -0.54299], [-1.69252, -4.78584, 0.11380], [0.64929, -3.86281, 0.38611], [-1.05277, -2.60740, -0.79292], [-1.42392, -1.54184, -1.01046], [0.24598, -5.58672, -1.70999], [0.60858, -3.98150, -2.36955], [-1.01285, -4.67455, -2.55848], [-1.31884, -5.78565, 0.33843], [-2.55100, -4.87874, -0.55147], [-2.02129, -4.32211, 1.04383], [1.04863, -4.86212, 0.56516], [0.36936, -3.42339, 1.34445], [1.42629, -3.24571, -0.06908]],
  "atomic_forces_ev_per_a": [[0.0694, -0.0921, 0.2924], [-0.0177, -0.0054, -0.0132], [0.0109, 0.0258, 0.0363], [0.0319, -0.0198, 0.0060], [-0.0221, 0.0053, 0.0180], [0.0243, -0.0104, -0.0251], [-0.0009, -0.0376, 0.0358], [0.0373, 0.1106, 0.0097], [-0.0161, 0.0522, -0.0184], [-0.0306, -0.2352, -0.2262], [0.0260, 0.0048, -0.0205], [0.0197, 0.0270, 0.0410], [-0.0234, 0.0005, 0.0026], [-0.0073, -0.0020, 0.0017], [0.0040, 0.0101, -0.0014], [0.0044, -0.0096, -0.0062], [0.0084, -0.0056, -0.0070], [0.0008, -0.0012, 0.0108], [-0.0010, -0.0155, 0.0072], [0.0094, -0.0016, -0.0137], [-0.0016, 0.0046, 0.0027], [-0.0006, -0.0015, -0.0087], [-0.0200, 0.0195, 0.0142], [-0.0038, 0.0655, 0.0427], [0.0179, 0.0270, -0.0055], [-0.0825, -0.0586, -0.0549], [-0.1273, -0.0506, -0.2472], [0.0347, -0.0316, 0.0620], [0.0726, 0.1666, -0.1429], [-0.1168, 0.0116, 0.1124], [-0.0039, -0.0006, 0.0117], [0.0001, 0.0045, 0.0029], [-0.0007, 0.0095, 0.0117], [-0.0079, -0.0141, -0.0004], [0.0032, 0.0151, -0.0049], [0.0089, -0.0268, 0.0164], [0.0152, -0.0254, 0.0144], [0.0007, -0.0607, 0.0266], [-0.0037, 0.0063, 0.0087], [0.0006, 0.0020, -0.0003], [0.0138, 0.0103, -0.0457], [-0.0070, 0.0038, 0.0045], [0.0024, -0.0107, 0.0082], [0.0015, -0.0087, -0.0111], [-0.0028, 0.0100, -0.0167], [0.0074, -0.0095, -0.0031], [-0.0247, 0.0194, -0.0008], [0.0038, 0.0055, 0.0055], [0.1076, 0.0251, 0.0170], [0.0035, 0.0122, -0.0008], [0.0137, 0.0228, -0.0279], [-0.0798, -0.1279, -0.0430], [0.0900, 0.2001, 0.0822], [-0.0126, 0.0040, 0.0059], [-0.0065, -0.0078, 0.0138], [0.0025, 0.0062, -0.0005], [-0.0003, 0.0036, -0.0106], [0.0006, 0.0061, 0.0076], [0.0062, -0.0054, 0.0013], [-0.0069, -0.0027, -0.0021], [-0.0035, -0.0013, 0.0038], [-0.0213, -0.0178, 0.0208]],
  "mulliken_charge": [0.447, -0.799, -0.448, 1.087, -1.150, -0.936, -0.014, 1.139, -1.790, -0.584, 0.395, -0.529, -0.388, 0.235, 0.332, 0.324, 0.425, 0.382, 0.406, 0.444, 0.370, 0.397, -0.987, 0.652, -1.452, -0.364, 0.755, -0.343, -0.455, -0.053, 0.551, -1.511, -1.352, 0.497, 0.189, 0.043, 0.276, 0.191, 0.366, 0.487, 0.411, 0.296, 0.247, 0.499, 0.295, 0.485, 0.256, -1.582, 2.396, -1.823, -1.426, -0.199, -0.447, 0.417, 0.306, 0.410, 0.412, 0.419, 0.387, 0.461, 0.365, 0.180],
  "charge": 0,
  "total_energy_ha": -2477.93855,
  "relative_energy_kj_mol": 39.3,
  "lumo_ev": -1.0
}


{
  "formula": "C24H53ClI2N5O11PS3",
  "method": "the ωB97M-V functional and the def2-TZVPD basis",
  "symbols": ["C", "C", "O", "O", "C", "C", "C", "C", "C", "C", "C", "N", "N", "N", "O", "C", "S", "P", "O", "Cl", "C", "C", "C", "O", "N", "C", "C", "N", "C", "I", "C", "C", "I", "H", "H", "H", "H", "H", "H", "H", "H", "H", "H", "H", "H", "H", "H", "H", "H", "H", "H", "H", "H", "H", "H", "H", "H", "H", "H", "H", "H", "H", "H", "H", "H", "H", "H", "H", "H", "H", "O", "S", "O", "O", "C", "C", "C", "H", "H", "H", "H", "H", "H", "H", "H", "O", "S", "O", "O", "C", "C", "C", "H", "H", "H", "H", "H", "H", "H", "H"],
  "positions_angstrom": [[-2.51228, 3.31064, -5.35546], [-2.65082, 2.36483, -3.98322], [-3.08114, 2.91799, -2.84105], [-2.24385, 0.95101, -4.15655], [-2.86495, 0.11519, -3.11788], [-2.97052, -1.43503, -3.63626], [-1.53759, -2.14370, -4.01807], [-0.32972, -1.92714, -2.94977], [-0.10530, -3.19903, -1.87886], [-1.37257, -2.91817, -0.81814], [-1.48306, -3.90253, 0.45402], [-0.56595, -3.54723, 1.64408], [-1.44036, -5.38936, 0.18966], [-2.89767, -3.65819, 1.03561], [-0.37924, -4.45413, -2.50265], [0.60704, -5.13368, -3.26694], [-0.32016, -6.35861, -4.40732], [1.83114, -4.21032, -4.35145], [3.29854, -5.19579, -4.52874], [1.08093, -4.02458, -6.33607], [1.24390, -3.00627, -0.99295], [1.89486, -4.33381, -0.31100], [2.58125, -4.14602, 1.15618], [2.14871, -4.99087, 2.13403], [3.68274, -3.19047, 1.54839], [3.61281, -2.93097, 3.04968], [5.00140, -3.91313, 1.32477], [2.38863, -2.26589, -1.69439], [2.41302, -0.79595, -1.34641], [3.32462, 0.30916, -3.05486], [3.30090, -0.38756, -0.03739], [4.90551, -0.69947, -0.14558], [3.14253, 1.83428, 0.11281], [-3.08399, 2.80552, -6.27016], [-2.91772, 4.37546, -5.08903], [-1.34693, 3.32263, -5.58882], [-3.98239, 0.46543, -2.88460], [-2.30344, 0.16906, -2.06818], [-3.64215, -2.05662, -2.89389], [-3.59184, -1.39797, -4.65563], [-1.18529, -1.60855, -5.02724], [-1.77567, -3.24665, -4.32293], [0.64608, -1.69848, -3.57983], [-0.45868, -0.97849, -2.23626], [-1.35499, -1.79964, -0.42286], [-2.34725, -3.09257, -1.48495], [-0.70413, -4.22264, 2.43139], [-0.73788, -2.55668, 1.94534], [-2.33018, -5.81257, 0.54674], [-0.70094, -5.75605, 0.86150], [-3.22072, -2.72800, 0.63190], [-2.81766, -3.44181, 2.07486], [1.23071, -5.85282, -2.54581], [-1.62776, -5.80280, -4.47471], [3.38869, -5.82790, -3.75637], [0.94909, -2.27849, -0.09166], [2.76257, -4.70492, -1.04320], [1.15200, -5.26702, -0.25586], [4.16577, -1.90112, 3.29265], [2.49724, -2.76268, 3.43908], [4.16214, -3.79308, 3.65863], [5.80993, -3.40779, 2.03366], [5.27600, -3.77455, 0.17394], [4.83496, -5.05705, 1.59901], [3.32212, -2.63238, -1.39633], [1.33130, -0.31955, -1.18254], [2.77552, -0.78854, 0.92832], [5.48121, 0.28282, -0.44226], [5.16784, -1.51109, -0.95461], [5.33766, -1.07028, 0.89202], [-2.45034, 2.66262, 3.12756], [-1.04833, 2.30817, 3.08136], [-0.60589, 0.93830, 2.92974], [-0.29228, 2.96194, 4.36888], [-0.80318, 2.69531, 5.66680], [-0.40216, 1.31287, 6.14595], [-0.25584, 3.29377, 1.83524], [-1.89019, 2.82390, 5.69231], [-0.37341, 3.44485, 6.33935], [-0.89350, 0.53455, 5.55423], [-0.68353, 1.16988, 7.19291], [0.67737, 1.16395, 6.04293], [-0.53848, 4.33814, 1.97805], [-0.59725, 2.94294, 0.85933], [0.82519, 3.16770, 1.91886], [-1.39388, 8.12545, 3.90870], [-1.56286, 7.57696, 2.58055], [-0.44553, 7.38102, 1.68141], [-2.71946, 8.42006, 1.80068], [-2.59255, 9.83188, 1.71478], [-1.59336, 10.23350, 0.64620], [-2.45329, 6.04631, 2.70909], [-2.32674, 10.25966, 2.68695], [-3.57868, 10.22547, 1.44746], [-0.57768, 9.94018, 0.92847], [-1.60295, 11.31651, 0.49543], [-1.82035, 9.73888, -0.30354], [-3.33088, 6.19987, 3.33937], [-1.79038, 5.30695, 3.16291], [-2.74420, 5.72106, 1.70854]],
  "atomic_forces_ev_per_a": [[0.6030, -1.3446, 0.7368], [-1.3539, 2.2942, 3.5260], [2.6542, -4.0850, -6.8878], [-2.1495, 3.2346, 1.6446], [-1.3236, -1.4548, 1.6042], [-0.3010, 0.4917, -1.0984], [-0.4599, 1.1121, -0.7594], [1.1377, 0.0364, 0.2042], [-1.2017, 2.8411, 0.8886], [0.0440, -1.0333, -0.7193], [-1.9695, 0.3761, 2.6415], [0.0307, 0.1526, -1.3610], [1.0569, 0.4721, 1.8067], [0.0935, 2.0998, -0.3379], [1.2253, 0.5103, -0.2438], [-0.4549, -2.9744, 0.2205], [-1.1031, 0.4483, 0.7283], [2.3513, 1.7262, -0.2542], [-2.6032, -0.2970, 1.4640], [0.2618, -0.7442, 1.0212], [0.9663, 0.9183, 1.7589], [0.7008, -0.9753, -0.5944], [-2.2117, -4.2918, 5.0188], [2.3703, 4.8691, -5.9571], [-1.1640, -1.7217, 0.5929], [-0.2553, 0.8662, 1.3944], [0.3177, -0.1679, -0.8245], [-0.2627, 1.2195, 1.5299], [-0.3916, 0.3213, 0.8632], [-0.5239, -0.7314, 0.1057], [0.1183, -0.4052, -0.2360], [0.4086, 0.0133, 0.3406], [-0.1929, -0.8279, 0.5674], [1.2672, 1.1273, 2.1606], [0.8382, -2.2682, -0.5181], [-2.5631, 0.1168, 0.3623], [2.5280, -0.5298, -0.6674], [-0.9349, 0.0814, -2.4292], [1.5283, 1.3287, -1.2553], [1.2825, -0.0820, 2.1897], [-0.7487, -1.1880, 2.2543], [0.7770, 1.9225, 0.8770], [-1.8464, -0.7092, 1.4408], [-0.0238, -1.9460, -1.8448], [0.1003, -2.3622, -0.9266], [2.0556, 0.3812, 1.6680], [0.0166, 0.9883, -1.0559], [0.0657, -1.4589, -0.2856], [0.9638, 0.8885, -0.5619], [-1.0400, 0.4090, -1.2906], [0.2213, -1.5505, 0.6695], [0.0390, -0.5507, -1.8554], [-1.0462, 1.4212, -1.4632], [1.8194, -0.2956, 0.3599], [-0.2405, 0.8452, -1.2989], [0.2283, -1.8346, -1.8439], [-1.6306, 0.8179, 1.4634], [1.5621, 2.3709, 0.2001], [-0.9454, -2.2539, -0.7864], [2.5151, -0.6930, -1.0514], [-1.4569, 1.7853, -1.1912], [-1.6849, -1.1761, -1.7797], [-0.2556, -0.5057, 2.5672], [0.7598, 2.3226, -0.5039], [-1.2227, 0.2051, -0.3461], [2.4047, -1.3086, -0.6059], [1.2300, 0.6313, -1.8902], [-1.2047, -2.0991, 0.5171], [-0.6921, 1.5005, 1.5398], [-1.0736, 0.7993, -2.1467], [0.8251, -0.5850, 0.2138], [0.6313, 0.3190, -0.0112], [-0.7326, 0.8163, 0.2015], [-0.2898, -0.0171, -1.4005], [-0.2892, -0.3852, 1.1013], [-0.0449, -0.3637, -0.1292], [0.0832, 0.0735, 0.1945], [0.0876, 0.0040, -0.1740], [0.0187, 0.0579, -0.3991], [0.0458, 0.1050, 0.0943], [0.0353, 0.0967, -0.0910], [-0.1366, 0.1063, 0.0742], [0.1398, -0.2319, -0.0736], [-0.0428, -0.0716, 0.1824], [-0.1772, -0.0467, 0.0240], [0.1958, -0.1609, -1.1240], [-0.4797, 0.0203, -0.2181], [-0.6230, 0.2952, 0.9045], [0.4444, -1.1837, 0.6307], [0.2204, 1.1327, -0.2454], [0.3740, -0.0758, -0.0707], [-0.1506, 0.1599, -0.0735], [0.0005, -0.2017, -0.0213], [0.0286, -0.3767, 0.1322], [-0.1377, 0.0592, -0.0302], [-0.0783, -0.1014, 0.0391], [-0.0585, 0.1130, 0.1375], [0.1564, 0.0084, -0.1006], [-0.1079, 0.2822, 0.0525], [0.0518, 0.0715, 0.1239]],
  "mulliken_charge": [-0.819, 0.526, -0.539, -0.226, -0.222, -0.699, -0.437, 0.211, 0.207, -1.403, 0.772, -0.532, -0.595, -0.846, -0.298, 0.007, -0.185, 0.624, -0.540, -0.273, -0.102, -0.644, -0.437, -0.617, 0.599, -0.765, -1.043, 0.384, -1.083, 0.066, 0.010, -0.757, 0.125, 0.272, 0.281, 0.255, 0.431, 0.098, 0.285, 0.394, 0.349, -0.070, 0.234, -0.331, 0.281, 0.061, 0.332, 0.153, 0.354, 0.374, 0.279, 0.322, 0.302, 0.136, 0.331, 0.114, 0.558, 0.172, 0.277, 0.214, 0.315, 0.382, 0.207, 0.388, 0.351, 0.420, 0.346, 0.414, 0.214, 0.092, -0.642, 1.162, -0.495, -0.278, -0.386, -0.980, -0.493, 0.325, 0.295, 0.252, 0.397, 0.261, -0.005, 0.383, 0.151, -0.657, 1.255, -0.625, -0.265, -0.361, -0.983, -0.538, 0.328, 0.272, 0.296, 0.382, 0.262, 0.423, -0.158, 0.369],
  "charge": 0,
  "total_energy_ha": -4638.78936,
  "lumo_ev": 0.0
}